(1)
C2H15F2HfO6 | ωB97M-V/def2-TZVPD

ORCA input file:
```
! wB97M-V def2-TZVPD RIJCOSX def2/J DEFGRID3
* xyz 1 1
Hf 0.970 -1.246 -1.838
F -0.424 -3.103 -2.288
F -0.458 -1.229 0.054
C 1.338 3.360 -0.474
C 0.504 2.155 -0.939
O 1.062 1.166 -1.673
H 1.625 4.010 -1.300
H 2.174 3.011 0.131
H 0.738 3.960 0.212
H -0.339 2.593 -1.473
H -0.023 1.660 -0.123
O -1.335 0.672 2.101
H -1.669 -0.225 2.106
H -0.980 0.791 1.220
O -1.441 -0.343 -2.439
H -1.920 -0.663 -3.203
H -2.107 0.084 -1.900
O 0.292 -2.280 2.494
H 0.445 -3.216 2.363
H 0.041 -1.954 1.630
O -2.351 -2.652 1.395
H -1.806 -2.268 0.709
H -1.738 -3.137 1.947
O 2.257 -0.539 0.139
H 3.165 -0.730 0.376
H 1.979 0.123 0.772
*
```

Calculated values
LUMO level: -7.88 eV
Orbital gap: 5.503 eV

These are the Mulliken partial charges, in e, on atoms 1 to 6:
1 Hf 1.811
2 F -0.612
3 F -0.288
4 C -1.133
5 C 0.631
6 O -0.568

(2)
C24H22F11N3SSbV | ωB97M-V/def2-TZVPD

ORCA input file:
```
! wB97M-V def2-TZVPD RIJCOSX def2/J DEFGRID3
* xyz -2 1
V -1.074 0.260 0.212
N 1.523 -3.149 0.077
C 2.557 -2.258 0.298
C 3.927 -2.426 0.465
C 4.668 -1.284 0.711
C 4.067 -0.018 0.791
C 2.706 0.147 0.614
C 1.957 -0.994 0.352
N 0.598 -1.122 0.128
C 0.388 -2.397 -0.033
C -0.958 -2.872 -0.263
C -1.422 -4.130 -0.469
S -3.105 -4.068 -0.755
C -3.074 -2.365 -0.574
N -1.905 -1.875 -0.308
H 1.609 -4.093 -0.254
H 4.393 -3.402 0.406
H 5.740 -1.370 0.847
H 4.687 0.846 0.995
H 2.202 1.103 0.666
H -0.869 -5.051 -0.525
H -3.962 -1.762 -0.666
F -0.341 -1.552 -2.822
Sb 0.060 -2.969 -4.022
F 0.451 -4.416 -5.188
F -1.566 -3.831 -3.554
F -0.817 -2.051 -5.424
F 0.928 -3.931 -2.609
F 1.712 -2.162 -4.468
F -3.766 0.450 -1.237
C -3.205 0.739 0.047
F -4.005 -0.059 0.895
C -3.762 2.144 0.312
F -3.386 2.633 1.502
F -3.383 3.023 -0.632
F -5.127 2.181 0.312
C -0.944 0.423 1.891
C -0.456 0.750 3.189
C -0.945 1.856 3.922
C -0.439 2.178 5.169
C 0.577 1.424 5.752
C 1.077 0.331 5.045
C 0.575 -0.002 3.801
H -1.730 2.453 3.475
H -0.841 3.037 5.697
H 0.972 1.683 6.727
H 1.874 -0.269 5.475
H 0.975 -0.855 3.264
C -0.922 1.770 -2.781
C -0.034 2.435 -1.723
C 1.436 2.229 -2.126
C -0.317 3.946 -1.723
C -0.271 1.855 -0.332
H -0.886 2.320 -3.729
H -1.958 1.735 -2.445
H -0.596 0.747 -2.978
H 1.644 2.663 -3.113
H 1.674 1.164 -2.161
H 2.103 2.704 -1.399
H -0.141 4.382 -2.715
H 0.333 4.452 -1.003
H -1.351 4.140 -1.436
H 0.140 2.530 0.432
*
```

Calculated values
LUMO level (alpha / beta): 4.11 / 4.11 eV
Orbital gap (alpha / beta): 4.863 / 4.863 eV
Energy above the lowest of the compared OMol25 structures with the same formula, charge and spin: 45.3 kcal per mole

These are the Mulliken partial charges, in e, on atoms 1 to 6:
1 V -0.431
2 N -0.016
3 C 0.189
4 C -1.217
5 C -0.404
6 C -0.937

(3)
C56H51AsN5O9PtS2 | ωB97M-V/def2-TZVPD

ORCA input file:
```
! wB97M-V def2-TZVPD RIJCOSX def2/J DEFGRID3
* xyz 1 1
Pt 0.053 1.001 0.763
C 0.170 -4.221 -2.521
O 1.186 -3.289 -2.169
C 2.441 -3.760 -1.945
C 2.876 -5.027 -2.316
C 4.198 -5.402 -2.126
C 5.102 -4.516 -1.560
C 4.669 -3.260 -1.171
C 3.345 -2.877 -1.340
N 2.983 -1.556 -0.978
C 1.848 -1.131 -0.371
N 1.169 -2.071 0.280
C 0.177 -1.916 1.235
C -0.426 -0.732 1.579
C -1.353 -0.670 2.614
C -1.689 -1.821 3.303
C -1.084 -3.031 2.975
C -0.160 -3.073 1.956
O 0.508 -4.228 1.611
C 1.515 -4.600 2.567
N 1.514 0.158 -0.371
C 2.126 1.005 -1.378
C 2.328 0.548 -2.674
C 2.912 1.341 -3.653
C 3.283 2.635 -3.345
C 3.023 3.141 -2.078
C 2.440 2.345 -1.103
O 2.135 2.804 0.140
C 2.202 4.208 0.379
H -0.762 -3.662 -2.508
H 0.126 -5.034 -1.793
H 0.333 -4.624 -3.522
H 2.188 -5.715 -2.785
H 4.520 -6.385 -2.438
H 6.134 -4.800 -1.414
H 5.358 -2.559 -0.717
H 3.671 -0.842 -1.159
H 1.561 -3.004 0.272
H -1.821 0.269 2.866
H -2.422 -1.777 4.096
H -1.317 -3.940 3.514
H 1.062 -4.798 3.538
H 2.253 -3.801 2.668
H 1.981 -5.504 2.185
H 1.996 -0.446 -2.937
H 3.058 0.943 -4.648
H 3.748 3.269 -4.088
H 3.257 4.172 -1.862
H 1.963 4.339 1.432
H 1.469 4.730 -0.240
H 3.208 4.591 0.202
O 2.300 0.107 4.317
S 2.504 0.250 2.906
O 2.568 -0.925 2.091
N 1.333 1.250 2.306
C 1.047 2.389 3.103
C 1.853 2.945 4.074
C 1.416 4.062 4.812
C 0.186 4.623 4.608
C -0.651 4.093 3.604
C -1.929 4.605 3.292
C -2.643 4.070 2.264
C -2.096 3.014 1.516
N -0.915 2.497 1.805
C -0.188 3.003 2.849
C 4.056 1.072 2.684
C 4.964 1.043 3.733
C 6.245 1.535 3.526
C 6.603 2.048 2.289
C 5.684 2.071 1.246
C 4.406 1.574 1.439
H 2.820 2.528 4.295
H 2.081 4.477 5.557
H -0.150 5.471 5.189
H -2.324 5.429 3.875
H -3.620 4.443 1.996
H -2.612 2.597 0.674
H 4.662 0.641 4.690
H 6.966 1.512 4.332
H 7.602 2.431 2.134
H 5.967 2.472 0.281
H 3.678 1.576 0.645
O -2.266 0.583 0.308
As -3.280 -0.125 -0.840
C -4.848 0.905 -1.176
C -5.403 1.581 -0.095
C -6.548 2.340 -0.276
C -7.131 2.422 -1.533
C -6.560 1.762 -2.612
C -5.412 1.004 -2.440
C -3.977 -1.724 -0.011
C -3.116 -2.810 0.132
C -3.567 -3.988 0.703
C -4.886 -4.092 1.128
C -5.745 -3.014 0.993
C -5.292 -1.828 0.427
C -2.519 -0.890 -2.427
C -3.350 -1.697 -3.199
C -2.872 -2.246 -4.380
C -1.568 -1.997 -4.782
C -0.731 -1.223 -3.989
C -1.201 -0.669 -2.806
H -4.942 1.510 0.884
H -6.987 2.867 0.561
H -8.031 3.005 -1.673
H -7.006 1.845 -3.595
H -4.950 0.518 -3.289
H -2.088 -2.737 -0.209
H -2.891 -4.826 0.816
H -5.244 -5.018 1.557
H -6.774 -3.095 1.320
H -5.973 -0.993 0.320
H -4.364 -1.908 -2.878
H -3.520 -2.865 -4.986
H -1.201 -2.412 -5.712
H 0.293 -1.049 -4.294
H -0.556 -0.051 -2.197
C -0.741 3.280 -3.430
S -1.359 2.915 -1.825
O -1.398 4.138 -1.054
O -2.636 2.254 -2.034
O -0.330 1.960 -1.273
H -1.457 3.948 -3.902
H -0.673 2.344 -3.980
H 0.236 3.748 -3.346
*
```

Calculated values
LUMO level: -3.04 eV
Orbital gap: 7.376 eV
Energy above the lowest of the compared OMol25 structures with the same formula, charge and spin: 0.0 kcal per mole

These are the Mulliken partial charges, in e, on atoms 1 to 6:
1 Pt 1.184
2 C -0.935
3 O 0.454
4 C 1.073
5 C -0.991
6 C -0.825

(4)
C36H102N6O18 | ωB97M-V/def2-TZVPD

ORCA input file:
```
! wB97M-V def2-TZVPD RIJCOSX def2/J DEFGRID3
* xyz 0 1
C 13.125 22.683 17.025
C 14.464 22.952 16.283
C 14.261 23.590 14.901
O 13.391 22.751 14.182
C 13.087 23.341 12.923
N 15.378 23.697 17.105
H 12.451 22.034 16.411
H 12.662 23.660 17.301
H 13.361 22.181 17.978
H 14.873 21.934 16.110
H 15.173 23.684 14.333
H 13.875 24.606 14.914
H 12.411 22.693 12.368
H 14.073 23.444 12.451
H 12.549 24.293 13.043
H 15.120 24.661 17.258
H 15.570 23.297 17.993
C 14.874 14.422 14.431
C 15.744 13.232 14.179
C 15.810 12.392 15.408
O 14.524 12.167 15.936
C 14.595 11.630 17.301
N 15.222 12.556 13.002
H 14.978 15.210 13.734
H 15.019 14.842 15.480
H 13.817 14.126 14.285
H 16.760 13.688 13.951
H 16.475 12.783 16.265
H 16.281 11.431 15.109
H 15.198 10.748 17.388
H 13.558 11.396 17.516
H 14.982 12.377 17.992
H 14.294 12.335 13.250
H 15.762 11.734 12.782
C 16.018 19.532 18.402
C 15.238 18.253 18.748
C 14.246 17.638 17.702
O 13.634 16.582 18.340
C 12.635 15.871 17.591
N 16.192 17.243 19.222
H 16.312 20.054 19.279
H 15.446 20.210 17.769
H 16.954 19.288 17.775
H 14.557 18.525 19.585
H 14.729 17.375 16.733
H 13.551 18.440 17.478
H 11.727 16.463 17.271
H 12.367 15.044 18.197
H 13.072 15.497 16.668
H 17.074 17.202 18.758
H 15.752 16.334 19.372
C 10.448 18.623 18.267
C 9.855 20.081 18.483
C 9.495 20.668 17.078
O 10.584 20.504 16.266
C 10.419 21.000 14.974
N 8.736 20.212 19.432
H 10.920 18.210 19.135
H 11.221 18.628 17.464
H 9.736 17.891 17.882
H 10.667 20.721 18.798
H 9.240 21.698 17.234
H 8.657 20.152 16.706
H 11.353 20.858 14.435
H 10.160 22.025 14.976
H 9.719 20.457 14.393
H 9.012 19.880 20.387
H 7.881 19.742 19.064
C 10.936 13.006 15.342
C 10.917 11.661 14.641
C 9.840 11.661 13.533
O 8.564 11.592 14.077
C 8.362 10.388 14.716
N 12.202 11.554 14.019
H 11.802 13.107 15.950
H 10.066 13.351 15.940
H 10.983 13.738 14.496
H 10.731 10.818 15.330
H 10.011 10.778 12.925
H 10.108 12.556 13.015
H 8.982 10.288 15.600
H 8.440 9.497 14.084
H 7.333 10.326 15.063
H 12.897 11.741 14.730
H 12.293 10.532 13.874
C 11.332 16.620 14.332
C 11.300 17.227 12.924
C 12.617 17.778 12.454
O 13.069 18.830 13.244
C 14.421 19.152 12.930
N 10.745 16.385 11.801
H 11.802 17.326 15.000
H 11.860 15.658 14.313
H 10.325 16.487 14.681
H 10.593 18.051 12.960
H 12.518 18.082 11.380
H 13.313 16.882 12.542
H 14.686 19.915 13.695
H 14.568 19.565 11.889
H 15.041 18.286 13.087
H 9.851 16.009 12.172
H 11.381 15.554 11.701
C 12.598 20.885 7.972
C 12.957 20.859 9.458
O 11.882 20.899 10.367
O 11.808 19.673 7.644
H 13.505 20.839 7.350
H 11.990 21.727 7.731
H 13.618 21.672 9.758
H 13.526 19.943 9.586
H 11.466 20.063 10.420
H 10.875 19.848 7.786
C 8.327 19.768 10.155
C 9.025 18.426 9.788
O 10.358 18.533 10.057
O 8.898 20.860 9.394
H 8.491 19.974 11.196
H 7.266 19.645 9.998
H 8.862 18.182 8.695
H 8.558 17.599 10.384
H 10.642 17.789 10.585
H 9.731 21.141 9.814
C 7.115 14.560 12.486
C 7.699 13.802 11.300
O 7.404 14.465 10.002
O 7.968 15.633 12.807
H 7.102 13.840 13.314
H 6.144 14.923 12.177
H 7.162 12.869 11.270
H 8.798 13.671 11.511
H 8.049 15.096 9.773
H 7.923 15.790 13.783
C 13.740 13.932 10.345
C 12.498 13.138 10.537
O 11.879 13.483 11.763
O 14.323 13.499 9.097
H 14.413 13.792 11.144
H 13.507 14.993 10.364
H 12.729 12.068 10.489
H 11.759 13.330 9.763
H 12.217 13.003 12.550
H 15.067 14.109 8.997
C 12.043 16.618 7.636
C 13.040 16.148 6.592
O 13.999 15.323 7.190
O 12.854 17.227 8.645
H 11.472 15.791 8.159
H 11.413 17.336 7.185
H 13.611 16.982 6.217
H 12.532 15.670 5.776
H 13.603 14.809 7.907
H 12.377 17.987 9.029
C 16.551 18.366 8.728
C 16.379 17.067 9.549
O 16.239 15.876 8.782
O 15.305 18.806 8.120
H 17.245 18.050 7.919
H 17.050 19.068 9.459
H 15.570 17.215 10.245
H 17.295 17.042 10.151
H 15.533 15.984 8.130
H 14.685 18.097 8.369
*
```

Calculated values
LUMO level: 0.23 eV
Orbital gap: 9.031 eV
Structure (SMILES): COC[C@H](C)N.COC[C@H](C)N.COC[C@H](C)N.COC[C@H](C)N.COC[C@H](C)N.COC[C@H](C)N.OCCO.OCCO.OCCO.OCCO.OCCO.OCCO
Energy above the lowest of the compared OMol25 structures with the same formula, charge and spin: 52.6 kcal per mole

These are the Mulliken partial charges, in e, on atoms 1 to 6:
1 C -0.896
2 C 1.052
3 C -1.335
4 O 0.042
5 C -0.654
6 N -0.706

(5)
C4H11N2 | ωB97M-V/def2-TZVPD

ORCA input file:
```
! wB97M-V def2-TZVPD RIJCOSX def2/J DEFGRID3
* xyz 1 1
C -0.766 -1.400 -0.226
C 0.556 -1.213 0.396
C -0.782 0.143 -0.564
C 1.653 1.053 -0.105
N -1.845 0.812 0.256
N 0.450 0.281 0.317
H -0.719 -2.179 -1.017
H -1.505 -1.414 0.589
H 0.628 -1.427 1.547
H 1.377 -1.614 -0.294
H -0.655 0.273 -1.666
H 1.576 2.219 -0.195
H 2.535 1.001 0.505
H 2.035 0.598 -1.067
H -2.720 0.458 -0.046
H -1.793 1.779 0.397
H -0.025 0.630 1.172
*
```

Calculated values
LUMO level: -2.94 eV
Orbital gap: 11.716 eV
Structure (SMILES): C[N@@H+]1CC[C@H]1N
Energy above the lowest of the compared OMol25 structures with the same formula, charge and spin: 65.1 kcal per mole

These are the Mulliken partial charges, in e, on atoms 1 to 6:
1 C -0.648
2 C -0.475
3 C 0.128
4 C -0.830
5 N -0.627
6 N -0.014

(6)
C32H33BF6O2 | ωB97M-V/def2-TZVPD

ORCA input file:
```
! wB97M-V def2-TZVPD RIJCOSX def2/J DEFGRID3
* xyz 0 1
C 1.907 2.905 -0.678
C 2.377 1.625 -1.357
C 2.719 1.901 -2.811
C 3.505 0.764 -0.595
C 4.847 0.786 -1.289
C 3.652 1.278 0.830
O 3.008 -0.583 -0.568
B 1.623 -0.515 -0.813
C 0.599 -0.536 0.581
C 1.006 -0.818 1.875
C 0.031 -1.097 2.850
C 0.409 -1.353 4.279
F -0.179 -2.502 4.753
F 1.752 -1.475 4.458
F -0.016 -0.330 5.098
C -1.320 -1.149 2.539
C -1.716 -0.754 1.269
C -3.182 -0.722 0.914
F -3.919 -0.091 1.874
F -3.407 -0.069 -0.270
F -3.715 -1.977 0.786
C -0.763 -0.334 0.350
C -1.553 1.998 1.576
C -2.794 2.614 1.692
C -3.524 2.692 2.927
C -4.820 3.167 2.936
C -5.428 3.593 1.741
C -4.699 3.619 0.540
C -3.395 3.159 0.511
O 1.246 0.798 -1.326
H 2.669 3.692 -0.718
H 0.986 3.247 -1.178
H 1.648 2.699 0.371
H 3.507 2.666 -2.855
H 3.053 0.982 -3.315
H 1.836 2.287 -3.330
H 5.193 1.825 -1.336
H 5.588 0.219 -0.714
H 4.808 0.373 -2.303
H 4.130 2.261 0.817
H 2.691 1.335 1.352
H 4.277 0.591 1.419
H 2.061 -0.902 2.141
H -2.072 -1.421 3.276
H -1.114 0.044 -0.598
H -1.099 1.504 2.435
H -0.892 2.244 0.747
H -3.044 2.294 3.830
H -5.389 3.185 3.871
H -6.463 3.931 1.745
H -5.149 3.987 -0.382
H -2.817 3.091 -0.412
C 1.672 -2.181 -2.580
C 1.714 -1.460 -3.935
C 0.522 -0.546 -3.885
C -0.141 -0.566 -2.707
C 0.546 -1.435 -1.708
C -0.216 -2.588 -1.075
C -1.466 -3.019 -1.535
C -2.123 -4.060 -0.866
C -1.546 -4.673 0.237
C -0.256 -4.307 0.627
C 0.427 -3.320 -0.075
H 1.408 -3.231 -2.749
H 2.649 -2.162 -2.080
H 2.670 -0.916 -4.065
H 1.682 -2.184 -4.768
H 0.271 0.115 -4.714
H -1.035 0.016 -2.473
H -1.924 -2.552 -2.418
H -3.113 -4.371 -1.214
H -2.092 -5.431 0.799
H 0.227 -4.790 1.467
H 1.464 -3.069 0.180
*
```

Calculated values
LUMO level: -3.47 eV
Orbital gap: 3.302 eV
Energy above the lowest of the compared OMol25 structures with the same formula, charge and spin: 57.7 kcal per mole

These are the Mulliken partial charges, in e, on atoms 1 to 6:
1 C -1.771
2 C 1.535
3 C -1.969
4 C 2.073
5 C -1.882
6 C -2.058

(7)
C5H9NO | ωB97M-V/def2-TZVPD

ORCA input file:
```
! wB97M-V def2-TZVPD RIJCOSX def2/J DEFGRID3
* xyz 0 1
C -1.627 -0.051 -0.607
C -0.775 -0.159 0.649
O -0.240 -1.460 0.860
C 0.494 0.702 0.605
C 1.692 -0.463 0.007
C 0.498 1.814 -0.364
N 0.620 2.590 -1.217
H -2.217 0.872 -0.637
H -2.320 -0.896 -0.639
H -1.000 -0.060 -1.506
H -1.382 -0.002 1.545
H -0.457 -2.064 0.149
H 0.693 1.165 1.600
H 2.534 -0.279 0.656
H 1.800 -0.120 -1.012
H 1.688 -1.587 -0.089
*
```

Calculated values
LUMO level: 0.75 eV
Orbital gap: 11.118 eV
Structure (SMILES): C[C@@H](O)[C@@H](C)C#N
Energy above the lowest of the compared OMol25 structures with the same formula, charge and spin: 65.9 kcal per mole

These are the Mulliken partial charges, in e, on atoms 1 to 6:
1 C -1.497
2 C 0.296
3 O -0.555
4 C 0.176
5 C -1.154
6 C 0.018

(8)
ClH3N2 | ωB97M-V/def2-TZVPD

ORCA input file:
```
! wB97M-V def2-TZVPD RIJCOSX def2/J DEFGRID3
* xyz 0 1
N -0.388 -0.045 -0.313
N 0.804 0.698 -0.201
Cl 2.339 -0.108 0.056
H -0.394 -0.864 -0.964
H -0.718 -0.590 0.502
H 0.629 1.097 0.722
*
```

Calculated values
LUMO level: 0.90 eV
Orbital gap: 10.367 eV
Structure (SMILES): NNCl
Energy above the lowest of the compared OMol25 structures with the same formula, charge and spin: 5.0 kcal per mole

Which charges does Mulliken predict for the atoms? In e, they are:
1 N -0.450
2 N -0.207
3 Cl -0.127
4 H 0.258
5 H 0.239
6 H 0.287

Number 6 is which compound?
C32H33BF6O2